Entry from the OMol25 dataset: the molecule C4H7F2NS in a non-equilibrium geometry (ωB97M-V/def2-TZVPD).

Geometry as XYZ:
```
15
C4H7F2NS | the OMol25 dataset | ωB97M-V/def2-TZVPD
C -0.90 -0.05 0.29
C 0.24 -1.06 0.16
C 1.23 0.07 0.55
C 0.14 1.10 0.22
H -2.68 -0.87 -0.36
H -2.42 0.81 -0.77
H -1.11 -0.19 1.42
H 0.19 -1.96 0.74
H 1.48 0.10 1.59
H 2.28 -0.03 -1.56
H 0.01 2.00 0.89
N -2.03 -0.10 -0.58
F 0.49 -1.39 -1.13
F 0.27 1.54 -1.11
S 2.81 0.02 -0.33
```

The calculation puts the frontier orbital gap at 9.7991 eV. Its SMILES is N[C@H]1[C@@H](F)[C@@H](S)[C@H]1F. As for the largest force on an atom: 1.94 eV/A. The total charge is 0. The value obtained for the LUMO energy is 0.024 Ha. The electronic energy is -809.2416 a.u.

Results of the Löwdin charge analysis, in e, for atoms 1 through 8:
1. C -0.308
2. C -0.319
3. C -0.542
4. C -0.253
5. H 0.096
6. H 0.080
7. H 0.165
8. H 0.138

Entry from the OMol25 dataset: a structure of composition C3H3LuMgO4 in a non-equilibrium geometry (ωB97M-V/def2-TZVPD).

Geometry as XYZ:
```
12
C3H3LuMgO4 | the OMol25 dataset | ωB97M-V/def2-TZVPD
O -2.19 0.98 0.14
C -1.80 -0.24 0.31
O -2.19 -0.94 1.25
Lu -1.04 2.62 -0.76
O 0.27 0.76 -1.17
C 0.08 -0.43 -0.54
C 1.34 -0.82 0.26
O 2.07 0.25 0.75
Mg 1.72 1.91 -0.15
H 1.94 -1.45 -0.43
H 1.00 -1.50 1.07
H -1.20 -1.15 -0.73
```

The calculation puts the frontier orbital gap (spin up / spin down) at 4.4667 / 4.4653 eV. As for the largest force on an atom: 4.85 eV/A. The total charge is 0. The value obtained for the LUMO energy (spin up / spin down) is -0.071 / -0.071 Ha. The electronic energy is -1852.5136 a.u.

Results of the Löwdin charge analysis, in e, for atoms 1 through 8:
1. O -0.349
2. C -0.595
3. O 0.023
4. Lu 1.457
5. O -0.593
6. C -0.289
7. C -0.381
8. O -0.398

Entry from the OMol25 dataset: a cluster of 2 separate species, C5H6BrNO2 in total in a non-equilibrium geometry (ωB97M-V/def2-TZVPD).

Geometry as XYZ:
```
15
C5H6BrNO2 | the OMol25 dataset | ωB97M-V/def2-TZVPD
C -0.52 -0.35 0.87
C 1.13 1.52 -0.41
C -1.63 -1.32 0.81
C -3.07 -0.91 0.87
C 3.23 1.08 -1.32
N -0.74 -1.01 1.94
O 0.61 2.56 -0.35
O 1.92 0.61 -0.57
Br -1.21 -2.98 -0.25
H -3.61 -1.66 1.42
H -3.32 -0.79 -0.11
H -3.12 0.01 1.35
H 3.82 1.39 -0.49
H 2.90 1.69 -2.14
H 3.61 0.19 -1.62
```

The calculation puts the frontier orbital gap (spin up / spin down) at 6.2288 / 6.2236 eV. As for the largest force on an atom: 4.48 eV/A. The total charge is 0. The value obtained for the LUMO energy (spin up / spin down) is -0.038 / -0.039 Ha. The electronic energy is -2973.1356 a.u.

Results of the Löwdin charge analysis, in e, for atoms 1 through 8:
1. C -0.153
2. C -0.312
3. C -0.909
4. C -0.113
5. C 0.157
6. N 0.041
7. O 0.261
8. O 0.082

Entry from the OMol25 dataset: a structure of composition C14H11IrN6SSe4 (ωB97M-V/def2-TZVPD).

Geometry as XYZ:
```
37
C14H11IrN6SSe4 | the OMol25 dataset | ωB97M-V/def2-TZVPD
Ir -0.58 0.30 -0.08
S -1.49 0.83 4.32
C -1.75 -0.87 4.03
C -2.14 -1.85 4.92
C -2.23 -3.15 4.46
C -1.93 -3.46 3.13
C -1.54 -2.48 2.24
C -1.46 -1.17 2.69
N -1.09 -0.06 1.94
C -1.04 1.03 2.67
C -0.53 2.25 2.06
C -0.43 3.45 2.75
C 0.12 4.55 2.11
C 0.56 4.41 0.80
C 0.45 3.21 0.12
C -0.10 2.08 0.72
H -2.36 -1.61 5.96
H -2.53 -3.94 5.14
H -1.99 -4.49 2.80
H -1.28 -2.72 1.22
H -0.78 3.53 3.77
H 0.21 5.50 2.63
H 1.01 5.27 0.30
H 0.81 3.15 -0.90
Se -0.18 0.90 -2.42
Se 2.14 1.17 -2.44
Se 2.61 -0.95 -1.66
Se 1.49 -0.77 0.41
N -4.25 -2.83 -2.32
N -2.96 -2.50 -1.94
N -1.93 -3.23 -2.29
C -0.94 -2.60 -1.66
N -1.40 -1.55 -0.97
N -2.71 -1.50 -1.16
H -4.18 -3.31 -3.21
H -4.76 -1.96 -2.43
H 0.10 -2.88 -1.70
```

The calculation puts the frontier orbital gap at 6.1469 eV. As for the largest force on an atom: 0.54 eV/A. The total charge is 0. The value obtained for the LUMO energy is -0.038 Ha. The electronic energy is -10976.9155 a.u.

Results of the Löwdin charge analysis, in e, for atoms 1 through 8:
1. Ir 0.633
2. S 1.147
3. C -0.451
4. C -0.085
5. C -0.083
6. C -0.071
7. C -0.019
8. C -0.289

Entry from the OMol25 dataset: the molecule C3H4N2O in a non-equilibrium geometry (ωB97M-V/def2-TZVPD).

Geometry as XYZ:
```
10
C3H4N2O | the OMol25 dataset | ωB97M-V/def2-TZVPD
O -1.76 0.43 1.37
C -0.63 0.39 0.64
C 0.26 1.12 0.05
C 1.04 -0.10 0.18
N 0.90 -1.20 -0.71
N -0.24 -1.68 -0.70
H -1.88 1.30 1.79
H 0.50 2.13 -0.24
H 2.09 -0.05 0.56
H -0.30 -2.33 -1.49
```

The calculation puts the frontier orbital gap at 9.2336 eV. Its SMILES is [H]/N=N/[C@H]1C=C1O. As for the largest force on an atom: 1.25 eV/A. The total charge is 0. The value obtained for the LUMO energy is 0.017 Ha. The electronic energy is -301.2720 a.u.

Results of the Löwdin charge analysis, in e, for atoms 1 through 8:
1. O 0.067
2. C -0.212
3. C -0.067
4. C -0.175
5. N -0.074
6. N 0.068
7. H 0.122
8. H 0.092

Entry from the OMol25 dataset: a cluster of 2 separate species, C7H11FNO2S3 in total in a non-equilibrium geometry (ωB97M-V/def2-TZVPD).

Geometry as XYZ:
```
25
C7H11FNO2S3 | the OMol25 dataset | ωB97M-V/def2-TZVPD
F 1.75 1.43 1.32
S 0.93 0.08 1.77
C 1.70 -1.06 0.65
C 1.36 -2.35 0.64
O 1.31 -0.14 3.13
O -0.43 0.34 1.41
H 2.44 -0.58 0.01
H 1.76 -3.04 -0.09
H 0.68 -2.75 1.39
C -1.78 -5.03 -5.85
C -1.58 -6.44 -5.26
C -0.98 -6.26 -3.85
N -0.95 -4.82 -3.64
C -0.47 -4.28 -2.48
S -0.15 -5.36 -1.23
S -0.18 -2.63 -2.29
C -1.16 -4.03 -4.85
H -1.31 -4.93 -6.83
H -2.85 -4.81 -5.96
H -2.54 -6.97 -5.18
H -0.91 -7.04 -5.88
H -1.59 -6.77 -3.08
H 0.02 -6.72 -3.81
H -0.22 -3.62 -5.25
H -1.82 -3.17 -4.65
```

The calculation puts the frontier orbital gap at 6.4407 eV. As for the largest force on an atom: 1.21 eV/A. The total charge is -1. The value obtained for the LUMO energy is 0.115 Ha. The electronic energy is -1773.0276 a.u.

Results of the Löwdin charge analysis, in e, for atoms 1 through 8:
1. F -0.226
2. S 0.650
3. C -0.247
4. C -0.024
5. O -0.288
6. O -0.269
7. H 0.091
8. H 0.036

Entry from the OMol25 dataset: the molecule C21H27N3O2S (ωB97M-V/def2-TZVPD).

Geometry as XYZ:
```
54
C21H27N3O2S | the OMol25 dataset | ωB97M-V/def2-TZVPD
C -3.03 2.04 -3.53
C -1.87 2.46 -4.43
C -0.53 2.52 -3.69
H -0.65 3.07 -2.75
H 0.18 3.07 -4.31
C 0.03 1.13 -3.39
N 0.26 0.39 -4.61
C 0.01 -1.03 -4.55
H 0.11 -1.42 -5.57
C 0.93 -1.87 -3.64
N 0.66 -1.66 -2.24
C 1.55 -1.08 -1.40
O 2.69 -0.79 -1.72
C 1.06 -0.83 -0.03
C 1.81 -0.41 1.02
C 1.06 -0.24 2.21
C -0.28 -0.53 2.04
C -1.22 -0.42 3.10
C -2.58 -0.71 2.95
C -3.44 -0.59 4.01
C -2.95 -0.19 5.25
C -1.61 0.10 5.42
C -0.71 -0.01 4.35
N 0.63 0.27 4.51
C 1.58 0.18 3.49
O 2.75 0.45 3.70
C 1.13 0.69 5.81
H 0.65 1.62 6.12
H 0.96 -0.08 6.55
H 2.20 0.86 5.70
H -1.27 0.41 6.39
H -3.62 -0.09 6.09
H -4.49 -0.81 3.89
H -2.93 -1.02 1.98
S -0.62 -1.01 0.41
H 2.87 -0.24 0.96
H -0.27 -1.86 -1.91
H 1.98 -1.59 -3.79
H 0.80 -2.93 -3.88
H -1.03 -1.18 -4.23
C 1.46 0.76 -5.34
C 1.13 1.05 -6.81
H 0.40 1.85 -6.88
H 0.71 0.17 -7.29
H 2.02 1.34 -7.35
H 2.22 -0.02 -5.29
H 1.89 1.66 -4.89
H 0.95 1.24 -2.79
H -0.70 0.58 -2.78
H -1.78 1.75 -5.25
H -2.09 3.44 -4.84
H -3.96 2.05 -4.08
H -2.88 1.03 -3.14
H -3.13 2.72 -2.68
```

The calculation puts the frontier orbital gap at 7.8038 eV. Its SMILES is CCCCN(CC)CCNC(=O)c1cc2c(=O)n(C)c3ccccc3c2s1. As for the largest force on an atom: 0.82 eV/A. The total charge is 0. The value obtained for the LUMO energy is -0.011 Ha. The electronic energy is -1529.4066 a.u.

Results of the Löwdin charge analysis, in e, for atoms 1 through 8:
1. C -0.110
2. C -0.266
3. C -0.188
4. H 0.112
5. H 0.101
6. C -0.208
7. N -0.187
8. C -0.171

Entry from the OMol25 dataset: a structure of composition C32H37Cl7NO2SbSr (ωB97M-V/def2-TZVPD).

Geometry as XYZ:
```
81
C32H37Cl7NO2SbSr | the OMol25 dataset | ωB97M-V/def2-TZVPD
Sr 0.76 0.48 0.51
Cl 0.11 0.90 4.28
C -0.69 -0.56 3.72
C -0.59 -0.85 2.37
C -1.26 -1.99 1.96
Cl -1.17 -2.37 0.23
C -1.98 -2.83 2.80
Cl -2.79 -4.23 2.21
C -2.04 -2.49 4.16
Cl -2.93 -3.49 5.25
C -1.40 -1.35 4.63
Cl -1.48 -0.92 6.30
C -0.25 4.97 0.55
C -1.64 4.49 0.14
C -2.40 5.64 -0.51
C -2.39 4.02 1.39
Sb -1.31 2.71 -1.10
C -3.29 1.96 -1.70
C -4.32 3.05 -2.00
C -3.15 1.03 -2.89
C -3.75 1.12 -0.50
C -0.14 3.45 -2.82
C -0.36 2.56 -4.05
C -0.41 4.90 -3.19
C 1.32 3.29 -2.37
H -0.35 5.79 1.28
H 0.32 5.35 -0.29
H 0.34 4.18 1.03
H -2.49 6.46 0.21
H -3.40 5.36 -0.81
H -1.88 6.04 -1.39
H -2.43 4.84 2.11
H -1.91 3.17 1.88
H -3.42 3.73 1.16
H -3.98 3.74 -2.77
H -4.57 3.62 -1.11
H -5.24 2.57 -2.35
H -2.98 1.56 -3.82
H -4.09 0.46 -3.00
H -2.35 0.30 -2.76
H -3.83 1.70 0.42
H -3.07 0.28 -0.31
H -4.74 0.70 -0.72
H -1.31 2.76 -4.52
H -0.29 1.50 -3.82
H 0.43 2.79 -4.78
H -1.46 5.08 -3.43
H 0.18 5.16 -4.08
H -0.12 5.59 -2.40
H 1.59 2.23 -2.22
H 1.53 3.83 -1.44
H 1.99 3.68 -3.14
Cl 3.17 -4.31 -1.61
C 4.88 -4.15 -1.88
C 5.70 -5.17 -1.45
C 7.06 -5.11 -1.66
C 7.58 -4.02 -2.35
C 6.75 -3.01 -2.81
Cl 7.48 -1.75 -3.75
C 5.37 -3.02 -2.55
N 4.51 -2.02 -3.00
C 4.84 -0.63 -2.98
C 4.87 0.04 -4.20
C 5.18 1.39 -4.26
C 5.49 2.08 -3.09
C 5.44 1.42 -1.88
C 5.10 0.07 -1.80
C 4.85 -0.54 -0.43
C 3.42 -0.17 -0.07
O 3.19 0.69 0.84
O 2.49 -0.68 -0.78
H 5.26 -6.02 -0.93
H 7.71 -5.90 -1.32
H 8.64 -3.96 -2.57
H 3.56 -2.18 -2.67
H 4.67 -0.53 -5.09
H 5.21 1.89 -5.22
H 5.75 3.13 -3.13
H 5.63 1.96 -0.96
H 5.53 -0.15 0.32
H 4.91 -1.63 -0.45
```

The calculation puts the frontier orbital gap at 8.4332 eV. As for the largest force on an atom: 0.75 eV/A. The total charge is 0. The value obtained for the LUMO energy is 0.008 Ha. The electronic energy is -4939.1917 a.u.

Results of the Löwdin charge analysis, in e, for atoms 1 through 8:
1. Sr 1.310
2. Cl 0.610
3. C -0.731
4. C -0.318
5. C -0.719
6. Cl 0.599
7. C -0.716
8. Cl 0.671